Density functional theory data (ωB97M-V/def2-TZVPD) for a structure of composition C34H30F6MnN3O3P2S2 at a distorted geometry.

Cartesian coordinates (Å):
Mn1 -0.997 -0.150 0.377
S1 -0.465 -1.635 -1.295
C1 0.585 -1.451 -2.696
C2 0.004 -1.542 -3.963
C3 0.765 -1.554 -5.118
C4 2.151 -1.484 -5.011
C5 2.748 -1.404 -3.768
C6 2.002 -1.390 -2.569
S2 2.818 -1.303 -1.049
H1 -1.074 -1.619 -4.015
H2 0.284 -1.631 -6.088
H3 2.768 -1.505 -5.905
H4 3.827 -1.369 -3.682
O1 2.155 -4.379 3.941
N1 1.260 -4.833 3.160
O2 1.000 -6.070 3.105
C7 0.493 -3.960 2.409
C8 -0.701 -4.417 1.857
C9 -1.630 -3.525 1.350
C10 -2.874 -3.989 0.857
C11 -3.827 -3.108 0.426
C12 -3.549 -1.746 0.493
N2 -2.403 -1.283 0.964
C13 -1.410 -2.099 1.389
C14 -0.111 -1.638 1.854
N3 0.239 -0.245 1.898
C15 1.652 0.132 2.172
C16 2.641 -0.937 2.269
C17 2.240 -2.202 2.361
C18 0.843 -2.578 2.259
H5 -0.914 -5.475 1.884
H6 -3.056 -5.057 0.852
H7 -4.783 -3.448 0.052
H8 -4.266 -0.998 0.182
H9 1.972 1.005 1.610
H10 3.681 -0.650 2.200
H11 2.965 -2.994 2.440
C19 -1.572 3.119 -0.652
P1 -0.490 1.640 -0.850
C20 -0.687 1.563 -2.678
C21 -1.936 1.110 -3.106
C22 -2.273 1.130 -4.448
C23 -1.349 1.573 -5.385
C24 -0.100 2.003 -4.970
C25 0.227 2.012 -3.620
C26 1.164 2.406 -0.665
C27 2.271 1.657 -1.071
C28 3.556 2.141 -0.895
C29 3.757 3.375 -0.288
C30 2.665 4.111 0.150
C31 1.376 3.631 -0.035
H12 -1.545 3.477 0.375
H13 -2.594 2.816 -0.871
H14 -1.254 3.895 -1.348
H15 -2.620 0.714 -2.362
H16 -3.246 0.778 -4.770
H17 -1.591 1.551 -6.441
H18 0.632 2.329 -5.699
H19 1.206 2.352 -3.308
H20 2.121 0.672 -1.502
H21 4.397 1.540 -1.217
H22 4.761 3.758 -0.149
H23 2.813 5.065 0.643
H24 0.538 4.222 0.313
F1 -2.196 1.177 1.630
P2 -3.590 1.871 2.295
F2 -4.907 2.581 2.897
F3 -4.125 2.080 0.786
F4 -2.988 1.629 3.766
F5 -4.285 0.433 2.351
F6 -2.829 3.299 2.230
C32 1.403 -0.856 5.088
O3 0.342 -0.269 4.339
C33 0.574 0.421 3.171
C34 0.160 1.867 3.275
H25 2.345 -0.324 4.942
H26 1.549 -1.906 4.834
H27 1.098 -0.780 6.133
H28 -0.803 1.954 3.767
H29 0.087 2.304 2.280
H30 0.907 2.409 3.859

* energy: -134234.4300 eV
* total charge: -2
* LUMO energy (alpha / beta): 0.1598 / 0.1597 hartree
* multiplicity: 5
* ΔE to the lowest compared entry with this formula, charge and spin: 65.4 kcal/mol

Density functional theory data (ωB97M-V/def2-TZVPD) for a structure of composition C34H30IrN10O2S.

Cartesian coordinates (Å):
Ir1 -1.182 -0.822 -0.165
N1 7.152 0.030 1.556
C1 5.956 -0.447 1.091
C2 5.496 -1.715 1.480
C3 4.280 -2.183 1.038
C4 3.505 -1.392 0.197
C5 3.948 -0.140 -0.213
C6 5.164 0.332 0.232
S1 2.005 -2.009 -0.426
O1 1.806 -1.473 -1.746
O2 1.942 -3.423 -0.201
N2 0.756 -1.312 0.428
C7 0.578 -1.314 1.784
N3 -0.713 -1.011 2.058
C8 -1.087 -0.894 3.328
C9 -0.186 -1.106 4.349
C10 1.108 -1.449 3.970
N4 1.500 -1.556 2.705
H1 7.786 -0.596 2.019
H2 7.558 0.845 1.136
H3 6.113 -2.331 2.124
H4 3.919 -3.162 1.327
H5 3.348 0.442 -0.902
H6 5.536 1.294 -0.103
H7 -2.126 -0.653 3.517
H8 -0.477 -1.023 5.386
H9 1.870 -1.649 4.717
C11 0.459 1.426 -2.295
C12 -0.322 2.048 -1.189
N5 -1.032 1.407 -0.275
C13 -1.610 2.352 0.551
C14 -1.228 3.581 0.137
N6 -0.417 3.375 -0.963
C15 0.296 4.426 -1.676
N7 1.103 5.177 -0.765
N8 0.879 6.513 -0.598
N9 1.702 6.964 0.264
C16 2.501 5.919 0.703
C17 3.533 5.896 1.644
C18 4.133 4.682 1.892
C19 3.722 3.508 1.228
C20 2.711 3.516 0.292
C21 2.117 4.757 0.043
H10 0.439 0.342 -2.208
H11 1.510 1.721 -2.270
H12 0.051 1.702 -3.269
H13 -2.241 2.075 1.380
H14 -1.437 4.568 0.518
H15 -0.397 5.124 -2.136
H16 0.906 3.960 -2.445
H17 3.837 6.803 2.152
H18 4.934 4.620 2.616
H19 4.210 2.569 1.467
H20 2.393 2.606 -0.204
N10 -2.961 -1.112 -0.812
C22 -3.756 -2.081 -1.093
C23 -3.174 -3.325 -1.661
C24 -3.698 -3.876 -2.829
C25 -3.060 -4.948 -3.433
C26 -1.905 -5.480 -2.875
C27 -1.387 -4.950 -1.700
C28 -2.020 -3.878 -1.097
C29 -5.206 -1.932 -0.901
C30 -6.039 -3.052 -0.868
C31 -7.401 -2.895 -0.677
C32 -7.940 -1.626 -0.515
C33 -7.114 -0.506 -0.537
C34 -5.755 -0.657 -0.726
H21 -4.584 -3.447 -3.280
H22 -3.461 -5.362 -4.348
H23 -1.405 -6.310 -3.358
H24 -0.490 -5.363 -1.257
H25 -1.643 -3.493 -0.157
H26 -5.619 -4.045 -0.970
H27 -8.044 -3.765 -0.651
H28 -9.006 -1.508 -0.369
H29 -7.536 0.483 -0.413
H30 -5.101 0.206 -0.758

* energy: -68406.6974 eV
* total charge: +1
* LUMO energy (alpha / beta): -0.0977 / -0.1841 hartree
* multiplicity: 5

Density functional theory data (ωB97M-V/def2-TZVPD) for a structure of composition C34H31BrGeIN4O2Re at a distorted geometry.

Cartesian coordinates (Å):
Re1 0.911 1.265 1.054
C1 0.560 3.756 1.897
C2 1.708 2.962 2.228
C3 2.595 3.043 1.097
C4 1.952 3.802 0.105
C5 0.717 4.264 0.605
H1 -0.272 3.932 2.564
H2 2.047 2.747 3.234
H3 3.602 2.655 1.059
H4 2.327 3.983 -0.892
H5 -0.011 4.837 0.052
C6 0.322 0.026 2.093
Ge1 -0.006 -1.828 2.262
C7 -0.344 -2.385 4.108
C8 0.313 -3.484 4.660
C9 0.085 -3.867 5.977
C10 -0.806 -3.153 6.763
C11 -1.465 -2.053 6.231
C12 -1.231 -1.674 4.917
C13 -1.574 -2.183 1.129
C14 -2.770 -1.535 1.449
C15 -3.882 -1.622 0.627
C16 -3.828 -2.376 -0.537
C17 -2.651 -3.023 -0.877
C18 -1.532 -2.914 -0.057
C19 1.565 -2.834 1.660
C20 1.507 -4.062 1.003
C21 2.655 -4.675 0.513
C22 3.889 -4.072 0.692
C23 3.970 -2.862 1.368
C24 2.819 -2.247 1.838
H6 1.018 -4.045 4.059
H7 0.605 -4.724 6.388
H8 -0.979 -3.444 7.792
H9 -2.158 -1.488 6.842
H10 -1.733 -0.797 4.524
H11 -2.828 -0.924 2.341
H12 -4.786 -1.086 0.884
H13 -4.696 -2.443 -1.182
H14 -2.596 -3.610 -1.787
H15 -0.613 -3.391 -0.371
H16 0.560 -4.574 0.888
H17 2.580 -5.619 -0.013
H18 4.785 -4.540 0.302
H19 4.931 -2.386 1.514
H20 2.888 -1.274 2.314
Br1 1.369 6.293 -3.366
C25 1.039 5.208 -4.886
C26 1.349 5.755 -6.125
C27 1.143 5.018 -7.278
C28 0.623 3.734 -7.185
C29 0.318 3.204 -5.943
C30 0.520 3.926 -4.766
I1 -0.005 3.032 -2.945
H21 1.751 6.757 -6.176
H22 1.388 5.446 -8.241
H23 0.453 3.147 -8.078
H24 -0.094 2.206 -5.870
C31 -2.549 2.051 1.096
C32 -1.991 1.974 -0.314
O1 -2.770 1.989 -1.265
O2 -0.710 1.927 -0.457
H25 -3.532 1.584 1.113
H26 -2.668 3.106 1.353
H27 -1.882 1.594 1.826
N1 -1.220 -0.193 -2.159
C33 -0.376 -0.988 -2.845
N2 -0.921 -1.737 -3.861
N3 0.929 -1.109 -2.640
C34 1.268 -0.496 -1.514
N4 1.392 0.094 -0.524
H28 -2.195 -0.441 -2.104
H29 -0.877 0.321 -1.349
H30 -1.680 -1.308 -4.367
H31 -0.223 -2.169 -4.445

* energy: -182605.1315 eV
* total charge: -1
* LUMO energy (alpha / beta): 0.0853 / 0.0853 hartree
* multiplicity: 2
* ΔE to the lowest compared entry with this formula, charge and spin: 33.4 kcal/mol

Density functional theory data (ωB97M-V/def2-TZVPD) for a structure of composition C34H31BrN8O4S3Yb at a distorted geometry.

Cartesian coordinates (Å):
Yb1 16.892 14.610 8.249
O1 18.253 14.130 11.148
C1 18.017 14.878 12.281
C2 18.845 14.726 13.382
C3 18.679 15.499 14.518
C4 17.652 16.487 14.513
C5 16.837 16.694 13.426
C6 17.054 15.965 12.289
C7 16.286 16.201 10.974
O2 16.932 16.160 9.809
N1 15.201 15.109 11.021
N2 14.644 14.842 9.832
C8 13.553 14.119 9.910
C9 12.973 13.466 8.797
Br1 14.078 12.913 7.307
C10 11.594 13.224 8.488
C11 10.500 13.954 8.976
C12 9.155 13.535 8.823
C13 8.082 14.209 9.420
C14 8.297 15.433 10.054
C15 9.562 15.991 9.967
C16 10.599 15.296 9.373
H1 17.893 13.216 11.291
H2 19.715 14.123 13.356
H3 19.312 15.410 15.406
H4 17.554 17.164 15.315
H5 16.065 17.483 13.511
H6 15.859 17.209 11.057
H7 14.640 14.982 11.916
H8 12.997 13.915 10.835
H9 11.358 12.318 7.929
H10 9.036 12.591 8.319
H11 7.154 13.632 9.522
H12 7.430 15.871 10.628
H13 9.816 17.019 10.368
H14 11.593 15.776 9.276
S1 17.485 10.976 11.416
C17 17.129 9.976 10.089
C18 16.280 8.869 10.296
C19 16.264 7.776 9.406
C20 15.638 6.506 9.846
N3 15.123 5.557 10.268
C21 16.856 7.907 8.127
C22 17.550 9.103 7.836
C23 17.722 10.165 8.751
S2 18.369 11.596 8.242
C24 16.921 6.818 7.219
N4 16.955 5.913 6.523
H15 15.668 8.843 11.209
H16 17.988 9.226 6.854
C25 22.713 13.915 7.833
C26 21.537 14.773 7.998
C27 21.311 16.171 8.054
C28 19.919 16.323 8.245
N5 19.339 15.091 8.231
N6 20.325 14.210 8.149
C29 19.143 17.586 8.310
H17 23.632 14.531 7.984
H18 22.745 13.369 6.905
H19 22.768 13.226 8.658
H20 22.080 16.918 7.932
H21 20.096 13.212 8.362
H22 18.648 17.843 7.360
H23 19.825 18.347 8.557
H24 18.283 17.481 9.004
C30 23.677 11.293 13.515
N7 22.700 10.505 12.810
C31 22.400 9.161 13.018
C32 21.359 8.902 12.208
N8 20.970 10.040 11.516
C33 21.830 11.083 11.925
S3 21.684 12.688 11.504
H25 23.188 11.612 14.448
H26 23.906 12.197 12.913
H27 24.594 10.687 13.659
H28 23.029 8.547 13.640
H29 20.796 7.978 12.123
H30 20.174 10.181 10.858
O3 16.261 16.093 6.773
C34 16.580 15.394 5.752
O4 17.077 14.249 5.893
H31 16.365 15.840 4.754

* energy: -189952.1739 eV
* total charge: -1
* LUMO energy: 0.0214 hartree
* multiplicity: 2
* ΔE to the lowest compared entry with this formula, charge and spin: 41.1 kcal/mol

Density functional theory data (ωB97M-V/def2-TZVPD) for a structure of composition C34H31IN11PRuS.

Cartesian coordinates (Å):
Ru1 -0.075 0.088 0.181
I1 2.643 -0.159 0.154
C1 3.931 1.465 0.329
C2 5.202 1.054 0.600
C3 6.237 2.011 0.630
C4 5.938 3.308 0.356
C5 4.615 3.717 0.051
C6 4.387 5.067 -0.311
C7 3.159 5.474 -0.717
C8 2.088 4.560 -0.699
C9 2.221 3.260 -0.257
P1 0.565 2.484 -0.026
C10 -0.326 3.094 -1.468
C11 -1.418 3.949 -1.334
C12 -2.035 4.460 -2.469
C13 -1.578 4.105 -3.730
C14 -0.502 3.235 -3.865
C15 0.132 2.734 -2.736
C16 -0.068 3.325 1.468
C17 -0.481 2.614 2.587
C18 -0.919 3.260 3.736
C19 -0.941 4.643 3.785
C20 -0.531 5.373 2.677
C21 -0.094 4.726 1.534
C22 3.535 2.787 0.058
H1 5.436 0.013 0.780
H2 7.249 1.697 0.842
H3 6.717 4.059 0.349
H4 5.223 5.755 -0.293
H5 2.987 6.490 -1.044
H6 1.133 4.918 -1.050
H7 -1.786 4.222 -0.353
H8 -2.868 5.144 -2.365
H9 -2.050 4.520 -4.612
H10 -0.146 2.962 -4.850
H11 0.990 2.084 -2.847
H12 -0.462 1.542 2.569
H13 -1.245 2.684 4.593
H14 -1.270 5.154 4.680
H15 -0.543 6.454 2.705
H16 0.221 5.332 0.701
N1 -0.074 -0.976 4.434
C23 0.597 -0.401 3.446
N2 -0.079 -0.583 2.314
C24 -1.175 -1.294 2.711
N3 -1.210 -1.554 3.991
C25 -2.152 -1.754 1.724
C26 -3.276 -2.499 2.049
N4 -4.109 -2.941 1.114
C27 -3.825 -2.613 -0.143
C28 -2.730 -1.827 -0.478
N5 -1.877 -1.409 0.459
H17 0.167 -1.027 5.415
H18 1.538 0.114 3.563
H19 -3.504 -2.731 3.083
H20 -4.486 -2.991 -0.913
H21 -2.530 -1.536 -1.499
C29 2.252 -5.055 -1.454
C30 1.662 -3.862 -2.107
N6 1.567 -3.648 -3.376
N7 0.974 -2.420 -3.477
C31 0.692 -1.860 -2.312
S1 -0.083 -0.330 -2.106
N8 1.136 -2.771 -1.414
N9 1.019 -2.610 -0.035
H22 2.565 -5.751 -2.229
H23 1.527 -5.554 -0.810
H24 3.127 -4.787 -0.859
H25 0.802 -2.031 -4.393
H26 1.907 -2.854 0.395
H27 0.311 -3.252 0.314
N10 -2.529 1.191 -1.298
C32 -3.791 1.592 -1.125
C33 -4.002 1.733 0.231
C34 -2.786 1.402 0.814
N11 -1.878 1.077 -0.119
H28 -2.057 1.038 -2.174
H29 -4.442 1.758 -1.970
H30 -4.909 2.038 0.727
H31 -2.522 1.392 1.857

* energy: -82934.5344 eV
* total charge: +3
* LUMO energy (alpha / beta): -0.3236 / -0.3589 hartree
* multiplicity: 2
* ΔE to the lowest compared entry with this formula, charge and spin: 23.7 kcal/mol

Density functional theory data (ωB97M-V/def2-TZVPD) for a structure of composition C34H31N4O6S3V.

Cartesian coordinates (Å):
V1 1.227 0.044 -0.241
O1 -1.160 2.408 0.694
C1 -2.295 1.639 0.354
C2 -1.847 0.201 0.015
O2 -2.482 -0.786 -0.064
O3 -0.478 0.143 -0.286
C3 -2.896 2.244 -0.920
C4 -2.693 3.596 -1.178
C5 -3.263 4.185 -2.299
C6 -4.034 3.430 -3.172
C7 -4.243 2.083 -2.914
C8 -3.680 1.490 -1.790
C9 -3.283 1.575 1.521
C10 -2.985 0.766 2.614
C11 -3.811 0.748 3.726
C12 -4.951 1.540 3.752
C13 -5.260 2.338 2.662
C14 -4.432 2.355 1.547
H1 -1.006 2.385 1.652
H2 -2.094 4.183 -0.494
H3 -3.109 5.242 -2.487
H4 -4.477 3.891 -4.047
H5 -4.850 1.487 -3.585
H6 -3.870 0.442 -1.593
H7 -2.113 0.122 2.590
H8 -3.575 0.107 4.567
H9 -5.602 1.524 4.617
H10 -6.154 2.950 2.675
H11 -4.685 2.977 0.698
O4 3.314 -0.033 -0.027
C15 4.307 0.840 -0.651
C16 4.558 2.038 0.238
C17 3.268 2.641 0.811
C18 2.255 2.991 -0.240
C19 2.081 4.317 -0.607
C20 1.201 4.656 -1.619
C21 0.503 3.651 -2.266
C22 0.693 2.357 -1.852
N1 1.544 2.020 -0.856
H12 3.679 -0.866 0.301
H13 3.896 1.117 -1.617
H14 5.206 0.255 -0.823
H15 5.090 2.788 -0.353
H16 5.214 1.766 1.065
H17 3.529 3.554 1.341
H18 2.826 1.973 1.545
H19 2.651 5.078 -0.091
H20 1.063 5.694 -1.897
H21 -0.198 3.853 -3.064
H22 0.148 1.552 -2.321
O5 0.391 2.014 3.184
C23 0.742 0.871 3.046
C24 0.809 -0.208 4.128
C25 1.225 -1.493 3.390
C26 1.322 -1.010 1.978
O6 1.545 -1.653 0.904
N2 1.120 0.294 1.831
H23 -0.169 -0.277 4.600
H24 1.512 0.100 4.899
H25 0.517 -2.318 3.466
H26 2.198 -1.879 3.698
S1 4.822 -5.299 -1.031
C27 3.567 -4.337 -1.472
S2 3.854 -2.622 -1.737
C28 2.165 -2.367 -2.027
N3 1.473 -3.438 -1.988
N4 2.233 -4.549 -1.699
C29 1.486 -5.792 -1.675
C30 2.080 -7.017 -1.390
C31 1.303 -8.169 -1.392
C32 -0.051 -8.118 -1.670
C33 -0.634 -6.892 -1.952
C34 0.121 -5.732 -1.957
S3 1.418 -0.824 -2.398
H27 3.131 -7.082 -1.172
H28 1.779 -9.117 -1.171
H29 -0.648 -9.021 -1.670
H30 -1.692 -6.829 -2.175
H31 -0.347 -4.787 -2.181

* energy: -112196.8164 eV
* total charge: +1
* LUMO energy (alpha / beta): -0.1852 / -0.1597 hartree
* multiplicity: 2
* ΔE to the lowest compared entry with this formula, charge and spin: 26.7 kcal/mol